1.
This record from the OMol25 dataset describes a cluster of 2 separate species, C7H15O4 in total. The level of theory is ωB97M-V with the def2-TZVPD basis set.

## Properties
Net charge: -1
LUMO energy in eV: 2.85
E_tot in eV: -15690.190
Strongest force on any atom in hartree/bohr: 0.004

Geometry (Å):
C: -2.34 1.90 0.21
C: -1.43 2.60 1.22
C: -0.09 1.92 1.52
C: 0.92 2.07 0.40
O: 0.51 2.46 2.75
H: -2.49 0.85 0.53
H: -1.86 1.87 -0.78
H: -1.92 2.71 2.20
H: -1.21 3.63 0.89
H: -0.30 0.85 1.69
H: 0.43 1.92 -0.56
H: 1.75 1.37 0.48
H: 1.33 3.09 0.44
H: 0.75 1.72 3.31
C: -1.75 -2.94 -1.01
O: -0.44 -3.37 -1.42
C: 0.50 -2.45 -1.20
O: 0.32 -1.38 -0.70
O: 1.68 -2.93 -1.62
C: 2.76 -2.01 -1.44
H: -2.42 -3.76 -1.28
H: -1.77 -2.75 0.06
H: -2.03 -2.02 -1.52
H: 2.89 -1.78 -0.38
H: 2.56 -1.08 -1.97
H: 3.64 -2.50 -1.83

=====

2.
This record from the OMol25 dataset describes a cluster of 2 separate species, C7H16 in total at a distorted geometry. The level of theory is ωB97M-V with the def2-TZVPD basis set.

## Properties
Net charge: 0
LUMO energy in eV: 1.14
Energy above the lowest of the compared OMol25 structures with the same formula, charge and spin in kJ/mol: 324.4
E_tot in eV: -7515.536
Strongest force on any atom in hartree/bohr: 0.105
SMILES: CCCCC.C=C

Geometry (Å):
C: -0.30 2.76 -0.30
C: -0.73 1.52 0.55
C: -0.99 0.27 -0.31
C: -1.23 -0.91 0.48
C: -1.85 -2.19 -0.28
H: 0.38 2.39 -1.11
H: -1.08 3.21 -0.83
H: 0.20 3.50 0.41
H: -1.52 1.82 1.29
H: 0.22 1.31 1.09
H: -1.69 0.50 -1.11
H: -0.05 -0.06 -1.00
H: -2.12 -0.84 1.24
H: -0.17 -1.31 0.92
H: -1.21 -2.65 -1.14
H: -2.13 -2.97 0.60
H: -2.91 -2.05 -0.65
C: 2.60 -1.33 -0.04
C: 3.07 -0.14 -0.02
H: 1.59 -1.62 -0.23
H: 3.24 -2.01 0.45
H: 2.61 0.73 -0.25
H: 4.06 0.09 0.25

=====

3.
This record from the OMol25 dataset describes an isolated molecule of C7H16. The level of theory is ωB97M-V with the def2-TZVPD basis set.

## Properties
Net charge: 0
LUMO energy in eV: 1.16
Energy above the lowest of the compared OMol25 structures with the same formula, charge and spin in kJ/mol: 4.1
E_tot in eV: -7518.855
Strongest force on any atom in hartree/bohr: 0.004
SMILES: CC[C@@H](C)C(C)C

Geometry (Å):
C: -1.65 1.55 -1.01
C: -1.38 0.92 0.36
C: 0.08 0.51 0.61
C: 0.20 -0.18 1.97
C: 0.69 -0.30 -0.56
C: -0.08 -1.57 -0.92
C: 2.17 -0.63 -0.32
H: -0.95 2.37 -1.22
H: -2.66 1.97 -1.05
H: -1.57 0.82 -1.82
H: -1.67 1.63 1.14
H: -2.03 0.05 0.49
H: 0.67 1.45 0.66
H: -0.25 0.44 2.75
H: -0.31 -1.15 1.97
H: 1.25 -0.36 2.24
H: 0.66 0.37 -1.44
H: 0.11 -1.85 -1.96
H: 0.23 -2.42 -0.29
H: -1.16 -1.46 -0.80
H: 2.61 -1.10 -1.21
H: 2.76 0.27 -0.10
H: 2.29 -1.33 0.52

=====

4.
This record from the OMol25 dataset describes a structure of composition C7H16Cl2InNO. The level of theory is ωB97M-V with the def2-TZVPD basis set.

## Properties
Net charge: +2
LUMO energy in eV: -8.29
Energy above the lowest of the compared OMol25 structures with the same formula, charge and spin in kJ/mol: 0.0
E_tot in eV: -41258.755
Strongest force on any atom in hartree/bohr: 0.019

Geometry (Å):
In: -0.01 0.29 -0.11
Cl: 0.55 -1.48 -2.11
C: -1.03 -2.33 -1.95
Cl: -1.76 -1.94 -0.37
H: -0.84 -3.39 -1.99
H: -1.69 -1.97 -2.73
C: -1.19 3.97 2.06
C: -0.92 2.45 1.85
C: 0.18 1.99 2.78
C: -0.55 2.35 0.39
H: -1.49 4.12 3.10
H: -2.00 4.32 1.42
H: -0.28 4.55 1.88
H: -1.87 1.95 2.03
H: 1.12 2.52 2.58
H: 0.38 0.91 2.68
H: -0.09 2.17 3.81
H: 0.42 2.76 0.10
H: -1.34 2.53 -0.34
C: 4.11 -0.44 0.53
C: 2.81 -0.94 1.08
N: 2.79 -1.85 2.02
O: 1.72 -0.47 0.61
H: 4.97 -0.86 1.05
H: 4.12 0.65 0.61
H: 4.16 -0.70 -0.53
H: 3.65 -2.22 2.39
H: 1.91 -2.19 2.37

=====

5.
This record from the OMol25 dataset describes a cluster of 2 separate species, C7H16ClFO3P in total. The level of theory is ωB97M-V with the def2-TZVPD basis set.

## Properties
Net charge: -1
LUMO energy in eV: 2.67
E_tot in eV: -38189.990
Strongest force on any atom in hartree/bohr: 0.009

Geometry (Å):
C: 0.81 -2.21 -2.61
C: 1.04 -0.69 -2.59
C: 1.78 -0.21 -1.36
Cl: 0.91 1.23 -0.63
P: 3.63 0.30 -1.79
F: 4.18 -0.61 -0.42
H: 1.56 -2.74 -2.03
H: -0.18 -2.48 -2.25
H: 0.89 -2.57 -3.64
H: 1.64 -0.42 -3.46
H: 0.09 -0.17 -2.67
H: 1.78 -0.95 -0.57
H: 3.56 1.47 -0.93
H: 5.00 0.59 -2.16
H: 3.65 -0.93 -2.58
H: 3.15 1.08 -2.92
C: -1.28 1.73 2.12
C: -2.45 1.10 2.84
C: -2.47 -0.41 2.81
O: -3.87 -0.71 2.89
C: -4.55 0.35 2.39
O: -5.71 0.36 2.15
O: -3.71 1.40 2.21
H: -0.44 1.05 2.03
H: -1.57 2.04 1.11
H: -0.92 2.62 2.65
H: -2.52 1.46 3.87
H: -1.94 -0.87 3.65
H: -2.07 -0.81 1.88

=====

6.
This record from the OMol25 dataset describes the ion C7H16ClN5 with charge +2 at a distorted geometry. The level of theory is ωB97M-V with the def2-TZVPD basis set.

## Properties
Net charge: +2
LUMO energy in eV: -8.49
Energy above the lowest of the compared OMol25 structures with the same formula, charge and spin in kJ/mol: 0.0
E_tot in eV: -27472.957
Strongest force on any atom in hartree/bohr: 0.104
SMILES: [H]/N=C(Cl)/[NH+]=C\N/C(NCC)=[NH+]\CC

Geometry (Å):
H: -1.50 -1.16 -1.63
N: -1.46 -0.83 -0.71
C: -2.36 -1.25 0.07
Cl: -3.82 -1.99 -0.26
N: -2.10 -0.99 1.46
C: -1.07 -0.40 2.07
N: 0.01 0.11 1.43
C: 0.36 0.15 0.04
N: 1.29 -0.69 -0.51
C: 1.85 -1.97 0.08
C: 2.63 -2.67 -0.89
N: -0.07 1.44 -0.47
C: -0.73 2.59 0.18
C: -0.63 3.65 -0.90
H: -2.54 -1.62 2.08
H: -0.93 -0.48 3.16
H: 0.60 0.60 2.03
H: 1.86 -0.34 -1.30
H: 0.98 -2.59 0.21
H: 2.42 -1.75 1.03
H: 3.37 -2.07 -1.38
H: 3.21 -3.37 -0.40
H: 2.04 -3.14 -1.68
H: 0.43 1.72 -1.34
H: -0.22 2.89 1.11
H: -1.77 2.31 0.31
H: -1.13 3.50 -1.84
H: -1.19 4.67 -0.70
H: 0.48 3.70 -1.23

=====

7.
This record from the OMol25 dataset describes an isolated molecule of C7H16ClNSi at a distorted geometry. The level of theory is ωB97M-V with the def2-TZVPD basis set.

## Properties
Net charge: 0
LUMO energy in eV: 0.75
Energy above the lowest of the compared OMol25 structures with the same formula, charge and spin in kJ/mol: 207.6
E_tot in eV: -29408.412
Strongest force on any atom in hartree/bohr: 0.084
SMILES: C=C[Si@@](Cl)(C(C)C)N(C)C

Geometry (Å):
C: -1.65 -1.25 2.38
C: -1.69 -0.30 1.51
Si: -0.37 -0.12 0.01
Cl: -2.05 -0.80 -1.57
C: 0.09 1.69 -0.38
C: -1.09 2.57 -0.05
C: 0.67 1.90 -1.77
N: 0.79 -1.33 -0.13
C: 0.90 -2.35 -1.19
C: 1.75 -1.31 0.97
H: -2.38 -1.25 3.22
H: -0.97 -2.08 2.32
H: -2.47 0.40 1.47
H: 0.97 2.00 0.24
H: -1.75 2.55 -0.84
H: -1.54 2.28 0.94
H: -0.67 3.54 -0.02
H: -0.21 1.94 -2.55
H: 1.40 1.08 -1.89
H: 1.23 2.74 -1.98
H: 1.83 -2.37 -1.72
H: 0.91 -3.40 -0.82
H: 0.06 -2.16 -1.87
H: 1.84 -2.21 1.62
H: 2.66 -1.33 0.51
H: 1.76 -0.45 1.58

=====

8.
This record from the OMol25 dataset describes a cluster of 2 separate species, C7H16F2N2O in total at a distorted geometry. The level of theory is ωB97M-V with the def2-TZVPD basis set.

## Properties
Net charge: 0
LUMO energy in eV: -1.27
Energy above the lowest of the compared OMol25 structures with the same formula, charge and spin in kJ/mol: 15.6
E_tot in eV: -17975.696
Strongest force on any atom in hartree/bohr: 0.037

Geometry (Å):
C: 0.14 1.78 -1.56
C: -1.17 1.11 -1.20
O: -2.18 1.20 -1.89
N: -1.12 0.21 -0.09
C: -2.29 -0.66 -0.01
C: -0.78 0.82 1.21
C: 0.39 0.09 1.91
C: 1.44 -0.30 0.86
C: 1.21 -1.73 0.35
N: 1.70 -1.84 -1.07
F: 0.68 -2.03 -1.96
H: 0.77 1.05 -2.11
H: 0.67 2.18 -0.69
H: -0.08 2.63 -2.20
H: -3.23 -0.10 -0.09
H: -2.27 -1.41 -0.82
H: -2.27 -1.20 0.94
H: -1.67 0.77 1.85
H: -0.57 1.91 1.08
H: 0.86 0.75 2.64
H: 0.02 -0.78 2.47
H: 1.35 0.37 0.00
H: 2.46 -0.20 1.24
H: 1.73 -2.48 0.94
H: 0.14 -1.96 0.29
H: 2.16 -0.97 -1.36
H: 2.35 -2.62 -1.22
F: -0.45 3.39 0.49

=====

Please write out number 2 again, unchanged.
This record from the OMol25 dataset describes a cluster of 2 separate species, C7H16 in total at a distorted geometry. The level of theory is ωB97M-V with the def2-TZVPD basis set.

## Properties
Net charge: 0
LUMO energy in eV: 1.14
Energy above the lowest of the compared OMol25 structures with the same formula, charge and spin in kJ/mol: 324.4
E_tot in eV: -7515.536
Strongest force on any atom in hartree/bohr: 0.105
SMILES: CCCCC.C=C

Geometry (Å):
C: -0.30 2.76 -0.30
C: -0.73 1.52 0.55
C: -0.99 0.27 -0.31
C: -1.23 -0.91 0.48
C: -1.85 -2.19 -0.28
H: 0.38 2.39 -1.11
H: -1.08 3.21 -0.83
H: 0.20 3.50 0.41
H: -1.52 1.82 1.29
H: 0.22 1.31 1.09
H: -1.69 0.50 -1.11
H: -0.05 -0.06 -1.00
H: -2.12 -0.84 1.24
H: -0.17 -1.31 0.92
H: -1.21 -2.65 -1.14
H: -2.13 -2.97 0.60
H: -2.91 -2.05 -0.65
C: 2.60 -1.33 -0.04
C: 3.07 -0.14 -0.02
H: 1.59 -1.62 -0.23
H: 3.24 -2.01 0.45
H: 2.61 0.73 -0.25
H: 4.06 0.09 0.25